Entry 1:
The following is a DFT calculation (ωB97M-V/def2-TZVPD) of C5H11NO in the gas phase.

## Properties
E_tot   -327.11647 hartree
Multiplicity   1
SMILES   CC[C@@H](C)NC=O
LUMO energy   0.93 eV

```
18
C5H11NO, DFT ωB97M-V/def2-TZVPD
C -1.4939 -0.7941 -0.8882
C -1.0620 0.5099 -0.1987
C 0.4261 0.6183 0.2243
C 0.5737 1.5281 1.4382
N 1.0428 -0.6688 0.5036
C 1.5380 -1.4277 -0.5086
O 1.6692 -1.0499 -1.6558
H -1.4113 -0.7442 -1.9777
H -0.8949 -1.6430 -0.5519
H -2.5330 -1.0274 -0.6391
H -1.2731 1.3560 -0.8644
H -1.6883 0.6612 0.6911
H 1.0034 1.0235 -0.6096
H 0.1111 2.4960 1.2230
H 0.0580 1.0968 2.3068
H 1.6226 1.6913 1.7101
H 0.8281 -1.1298 1.3759
H 1.8135 -2.4469 -0.1783
```



Entry 2:
The following is a DFT calculation (ωB97M-V/def2-TZVPD) of 2 unconnected molecules or ions with the total composition C5H8N2O2 in a non-equilibrium geometry.

## Properties
E_tot   -455.07346 hartree
Multiplicity   3
LUMO energy (alpha / beta)   0.19 / -2.45 eV

```
17
C5H8N2O2, DFT ωB97M-V/def2-TZVPD
C 1.1587 1.6383 -0.0476
C -0.5001 -0.0174 -1.8483
C 0.9127 0.2691 1.8630
C 0.0525 -0.5484 -0.4536
C 0.7951 0.3905 0.3368
N 1.4286 2.7559 -0.0860
N 2.8560 -0.2602 -0.3657
O 2.7458 -0.8397 -1.3708
O 3.7388 -0.0072 0.3541
H -1.0677 -0.8049 -2.3477
H -1.2500 0.8225 -1.7394
H 0.4119 0.3546 -2.4255
H 0.0312 0.6706 2.2571
H 1.1626 -0.7743 2.2036
H 1.8308 0.9163 2.0228
H -0.7716 -1.0173 0.0366
H 0.6184 -1.3950 -0.8550
```



Entry 3:
The following is a DFT calculation (ωB97M-V/def2-TZVPD) of 3 unconnected molecules or ions with the total composition C7H12N2O in a non-equilibrium geometry.

## Properties
E_tot   -458.47313 hartree
Multiplicity   1
LUMO energy   0.45 eV

```
22
C7H12N2O, DFT ωB97M-V/def2-TZVPD
C -1.8605 -0.1948 -0.7599
C -1.8495 -0.3571 0.7581
C -3.0172 -1.2278 1.2592
C -4.3311 -0.6875 0.9035
C -5.4115 -0.2165 0.6234
C -0.5103 -0.9339 1.2718
N -0.1450 -2.1623 0.5958
C 0.5515 0.1328 1.2095
N 1.0027 1.1202 1.7667
H -1.9369 -1.1692 -1.2650
H -2.7231 0.4075 -1.0732
H -0.9517 0.3114 -1.1158
H -1.9534 0.6364 1.2184
H -2.9273 -2.2440 0.8470
H -2.9620 -1.3240 2.3543
H -6.2937 0.3300 0.3403
H -0.6305 -1.1593 2.3420
H 0.1665 -2.0367 -0.3617
H 0.5230 -2.7271 1.1073
O 1.9889 0.2527 -0.1006
H 2.1036 -0.7137 -0.1279
H 2.1122 1.2496 0.8307
```



Entry 4:
The following is a DFT calculation (ωB97M-V/def2-TZVPD) of a molecular structure, C23H15BrN3O4V.

## Properties
Total charge   +1
E_tot   -4868.58888 hartree
Multiplicity   2
LUMO energy (alpha / beta)   -4.68 / -4.09 eV

```
47
C23H15BrN3O4V, DFT ωB97M-V/def2-TZVPD
V 0.1957 -0.0882 -0.6678
Br -0.3361 0.5979 1.7380
C -1.9648 1.4651 1.2787
C -2.7774 1.9395 2.2596
C -3.9730 2.5858 1.8699
C -4.2874 2.7142 0.5470
C -3.4256 2.2131 -0.4590
C -3.7421 2.3263 -1.8378
C -2.9057 1.8305 -2.7956
C -1.6967 1.2037 -2.4277
C -1.3400 1.0573 -1.1023
C -2.2220 1.5733 -0.0992
H -2.5280 1.8307 3.3057
H -4.6346 2.9728 2.6321
H -5.2081 3.2006 0.2511
H -4.6686 2.8140 -2.1152
H -3.1655 1.9191 -3.8416
H -1.0497 0.8298 -3.2095
O 1.9951 -2.2448 -0.4483
C 0.8800 -2.7104 -0.4954
N -0.2671 -1.8708 -0.5166
C -1.4648 -2.6942 -0.5366
O -2.5782 -2.2702 -0.5668
C -0.9715 -4.0970 -0.5832
C -1.7098 -5.2638 -0.6430
C -0.9970 -6.4565 -0.6566
C 0.3995 -6.4705 -0.6139
C 1.1298 -5.2905 -0.5538
C 0.4102 -4.1095 -0.5433
H -2.7906 -5.2415 -0.6689
H -1.5305 -7.3967 -0.6999
H 0.9178 -7.4197 -0.6290
H 2.2106 -5.2860 -0.5221
C 5.2499 2.1411 0.2262
N 4.1304 1.6234 -0.5720
C 4.2426 1.4314 -1.9030
C 3.2454 0.9233 -2.6784
C 2.0661 0.6166 -1.9869
O 0.9903 0.0649 -2.4599
N 1.9221 0.8632 -0.6685
C 2.9712 1.2750 0.1374
O 2.9194 1.3185 1.3395
H 6.0087 2.5079 -0.4587
H 5.6577 1.3534 0.8553
H 4.8935 2.9524 0.8545
H 5.2023 1.7060 -2.3202
H 3.3634 0.7461 -3.7339
```



Entry 5:
The following is a DFT calculation (ωB97M-V/def2-TZVPD) of a molecular structure, C22H22NO2ReS7 in a non-equilibrium geometry.

## Properties
Total charge   +1
E_tot   -3922.13438 hartree
Multiplicity   2
LUMO energy (alpha / beta)   -5.83 / -4.73 eV

```
55
C22H22NO2ReS7, DFT ωB97M-V/def2-TZVPD
Re 0.2863 -0.4935 0.0901
C -1.2644 2.4265 1.9380
C 0.0129 1.7340 1.5537
C 0.7173 2.1498 0.4212
C 0.2676 3.3717 -0.3415
C 1.9010 1.4696 0.0372
C 2.5913 1.8263 -1.2564
C 2.4737 0.5262 0.9045
C 3.8435 -0.0458 0.6177
C 1.7910 0.1618 2.1048
C 2.4514 -0.7917 3.0612
C 0.5314 0.7142 2.3918
C -0.2213 0.3624 3.6534
H -1.0450 3.2291 2.6494
H -1.9622 1.7469 2.4196
H -1.7637 2.8647 1.0781
H -0.5302 3.1465 -1.0545
H 1.0912 3.8169 -0.8918
H -0.1098 4.1234 0.3496
H 3.3644 2.5807 -1.0878
H 1.8870 2.2213 -1.9836
H 3.0634 0.9551 -1.7029
H 3.7872 -1.0767 0.2615
H 4.4455 -0.0482 1.5255
H 4.3747 0.5391 -0.1262
H 2.9861 -0.2184 3.8254
H 3.1642 -1.4393 2.5618
H 1.7364 -1.4390 3.5584
H -0.2920 1.2388 4.3014
H 0.2542 -0.4285 4.2186
H -1.2381 0.0406 3.4304
S -5.1001 -0.5571 -4.7568
C -3.9021 -0.5888 -3.6928
S -4.1460 -0.8304 -1.9767
C -2.5010 -0.6451 -1.5009
C -1.5836 -0.4265 -2.5233
S 0.0604 -0.1794 -2.1886
S -2.2209 -0.3710 -4.1262
S -2.0200 -0.6871 0.1264
O 1.0775 -7.3314 0.1218
S 0.1298 -6.4140 0.6626
O -0.7113 -6.7703 1.7576
N 0.9405 -4.9890 1.0747
C 0.5323 -4.0331 0.3396
S 1.3233 -2.4694 0.6046
C -0.5091 -4.3385 -0.6867
C -1.1140 -3.5201 -1.6204
C -2.0450 -4.0824 -2.4880
C -2.3528 -5.4379 -2.4219
C -1.7418 -6.2635 -1.4832
C -0.8288 -5.6816 -0.6291
H -0.8593 -2.4730 -1.6776
H -2.5320 -3.4631 -3.2327
H -3.0721 -5.8570 -3.1143
H -1.9700 -7.3204 -1.4293
```



Entry 6:
The following is a DFT calculation (ωB97M-V/def2-TZVPD) of a molecular structure, C23H23MoN5O6S3.

## Properties
E_tot   -2878.39519 hartree
Multiplicity   1
LUMO energy   -0.49 eV

```
61
C23H23MoN5O6S3, DFT ωB97M-V/def2-TZVPD
Mo -1.0199 -0.1436 0.5129
O 0.7319 -2.6958 3.3053
C 0.0802 -2.2168 2.4107
O 0.2909 -1.0485 1.8474
C -1.1174 -2.8958 1.8156
C -1.5159 -4.1878 2.0843
C -2.5456 -4.7337 1.3269
C -3.0799 -3.9889 0.2856
C -2.6166 -2.7030 0.0831
N -1.7059 -2.1486 0.8804
C -2.9184 -1.8545 -1.1205
O -3.7221 -2.1934 -1.9573
O -2.1785 -0.7854 -1.1357
H -0.9966 -4.7410 2.8543
H -2.8884 -5.7423 1.5137
H -3.8200 -4.3784 -0.3993
N -1.6683 0.2995 2.7779
C -1.9803 1.5795 3.4706
C -0.9005 2.6494 3.3845
C -0.7366 3.2880 1.9966
C 0.4800 2.7937 1.2333
N 0.5446 1.3211 1.2140
H -2.5019 -0.2791 2.8533
H -0.9541 -0.1869 3.3139
H -2.1706 1.3541 4.5236
H -2.9021 1.9664 3.0412
H 0.0537 2.2555 3.7560
H -1.1862 3.4180 4.1049
H -0.6604 4.3721 2.0919
H -1.6328 3.0839 1.4100
H 1.3982 3.1681 1.6969
H 0.4635 3.1662 0.2118
H 0.6989 0.9989 2.1636
H 1.3897 1.0463 0.6963
S -3.2512 1.1015 0.5326
C -2.4910 1.8932 -0.7978
C -3.0461 2.7910 -1.7089
C -2.2340 3.2932 -2.7008
C -0.9007 2.8858 -2.7927
C -0.4269 1.9737 -1.8813
N -1.2080 1.5109 -0.8949
H -4.0878 3.0657 -1.6253
H -2.6319 4.0000 -3.4177
H -0.2480 3.2637 -3.5656
H 0.5915 1.6104 -1.9029
O 4.8658 0.8421 0.0256
S 4.0204 0.8863 -1.1296
O 4.0095 2.0744 -1.9347
N 2.4642 0.5095 -0.7001
C 2.0541 -0.5878 -1.2694
S 0.4894 -1.2455 -1.1510
C 3.0673 -1.2572 -2.1411
C 2.9560 -2.4263 -2.8736
C 4.0591 -2.8466 -3.6053
C 5.2441 -2.1157 -3.6024
C 5.3547 -0.9408 -2.8681
C 4.2481 -0.5406 -2.1504
H 2.0332 -2.9907 -2.8701
H 3.9969 -3.7577 -4.1855
H 6.0897 -2.4665 -4.1790
H 6.2691 -0.3631 -2.8581
```



Entry 7:
The following is a DFT calculation (ωB97M-V/def2-TZVPD) of 3 unconnected molecules or ions with the total composition C13H36N5O5P.

## Properties
E_tot   -1508.21935 hartree
Multiplicity   1
SMILES   NC(N)(N)CP(O)CCOC=O.COC[C@@H](C)N.COC[C@@H](C)N
LUMO energy   0.58 eV

```
60
C13H36N5O5P, DFT ωB97M-V/def2-TZVPD
N 0.6037 -2.2214 2.9344
C 0.9306 -0.9800 2.1918
N 2.3089 -1.0432 1.7151
N 0.8537 0.1426 3.1201
C 0.0547 -0.7918 0.9164
P -1.4107 0.3137 0.8068
O -0.8487 1.7988 1.2551
C -2.4048 -0.2169 2.2987
C -3.6301 -1.0128 1.8531
O -3.2427 -2.2278 1.1860
C -2.7611 -3.1886 1.9848
O -2.0185 -4.0467 1.5982
H 0.3165 -2.9738 2.3200
H -0.1244 -2.0695 3.6199
H 2.8961 -1.2827 2.5108
H 2.3967 -1.8183 1.0605
H -0.0967 0.2582 3.4518
H 1.3986 -0.0978 3.9452
H -0.3466 -1.7754 0.6319
H 0.7002 -0.4663 0.0946
H -0.7774 1.9336 2.2059
H -2.7506 0.6961 2.8002
H -1.8171 -0.7972 3.0150
H -4.2843 -1.2501 2.7046
H -4.2159 -0.4466 1.1262
H -3.1744 -3.1554 3.0093
C -3.6490 6.1526 1.1269
O -3.4280 4.7965 0.7980
C -3.5720 4.4724 -0.5725
C -2.3481 4.7769 -1.4463
C -2.1533 6.2588 -1.7522
N -1.1103 4.2317 -0.8899
H -4.4398 6.5881 0.5077
H -2.7423 6.7531 1.0209
H -3.9628 6.1882 2.1701
H -3.7419 3.3931 -0.5952
H -4.4709 4.9583 -0.9778
H -2.5276 4.2666 -2.3983
H -1.7172 6.7882 -0.9047
H -1.4687 6.3780 -2.5913
H -3.0977 6.7426 -2.0103
H -1.1978 3.2243 -0.7966
H -1.0241 4.5595 0.0681
C 3.2714 -5.2806 -3.8476
O 3.8326 -5.3294 -2.5505
C 4.9115 -4.4471 -2.3181
C 4.5066 -3.0113 -1.9658
C 4.0080 -2.1920 -3.1516
N 3.5054 -2.9576 -0.8966
H 4.0391 -5.0933 -4.6049
H 2.4946 -4.5167 -3.9297
H 2.8179 -6.2519 -4.0413
H 5.4474 -4.8684 -1.4637
H 5.5991 -4.4568 -3.1749
H 5.4107 -2.5241 -1.5876
H 2.9834 -2.4531 -3.4170
H 4.0150 -1.1320 -2.9007
H 4.6382 -2.3399 -4.0306
H 3.8874 -3.4004 -0.0649
H 2.7279 -3.5551 -1.1676
```



Entry 8:
The following is a DFT calculation (ωB97M-V/def2-TZVPD) of a molecular structure, C5H8O6Rb in a non-equilibrium geometry.

## Properties
Total charge   +2
E_tot   -669.93283 hartree
Multiplicity   2
LUMO energy (alpha / beta)   -9.32 / -11.79 eV

```
20
C5H8O6Rb, DFT ωB97M-V/def2-TZVPD
O 2.3771 -2.0579 0.2987
C 1.7051 -1.1506 -0.2648
O 1.4610 1.1941 -0.5875
C 1.7676 2.4526 -0.5769
C 2.4406 0.1641 -0.4507
O 2.8505 2.8942 -0.0830
O 0.8891 3.3163 -0.7113
H -0.1933 -1.1524 0.0062
H 3.1372 0.3554 0.3779
H 3.0077 0.1367 -1.3895
O -2.0311 -2.5586 0.1016
C -1.6339 -1.2707 0.1855
C -2.3733 -0.5336 1.2891
O -2.7959 0.6999 0.9701
H -2.1680 -2.8535 -0.8181
H -1.8427 -0.7978 -0.7907
H 1.2727 -1.4746 -1.2360
H -1.8028 -0.5328 2.2418
H -3.2921 -1.0977 1.5865
Rb -2.7756 4.2669 -0.1486
```



What is the E_tot in the seventh record?
-1508.21935 hartree